# 1
The following is a DFT calculation (wB97M-V/def2-TZVPD) of a molecular structure, C24H24N6O3V in a non-equilibrium geometry.

Each line ends with the Mulliken spin population.
Atoms and positions in Å:
V (-10.875, -9.579, -4.904)  2.03
O (-12.833, -11.059, -8.174)  0.01
C (-12.261, -10.780, -7.137)  -0.01
N (-11.563, -9.696, -6.804)  -0.03
C (-11.307, -8.849, -8.039)  0.02
C (-10.074, -9.384, -8.723)  0.00
C (-10.143, -9.996, -9.971)  0.00
C (-8.953, -10.446, -10.527)  0.00
C (-7.731, -10.203, -9.866)  0.00
C (-7.817, -9.675, -8.574)  0.00
N (-8.954, -9.246, -7.993)  0.00
C (-12.326, -11.881, -6.107)  0.03
C (-12.892, -13.145, -6.333)  -0.01
C (-13.078, -13.958, -5.263)  0.01
C (-12.515, -13.631, -4.060)  -0.01
C (-11.842, -12.410, -3.929)  0.02
N (-11.823, -11.499, -4.904)  -0.06
H (-11.078, -7.819, -7.711)  -0.01
H (-12.142, -8.865, -8.767)  0.00
H (-11.141, -10.175, -10.413)  0.00
H (-8.985, -11.059, -11.357)  0.00
H (-6.722, -10.534, -10.254)  0.00
H (-6.986, -9.477, -7.997)  0.00
H (-13.296, -13.378, -7.307)  0.00
H (-13.598, -14.896, -5.284)  0.00
H (-12.491, -14.216, -3.256)  0.00
H (-11.324, -12.237, -2.969)  0.00
N (-12.878, -8.510, -4.540)  0.00
C (-13.402, -8.668, -3.141)  0.00
C (-12.433, -8.063, -2.121)  0.01
C (-10.965, -8.540, -2.230)  0.01
O (-10.011, -8.059, -1.672)  0.00
O (-10.766, -9.635, -3.015)  -0.02
H (-12.957, -7.545, -4.820)  0.00
H (-13.473, -8.980, -5.198)  0.01
H (-13.508, -9.747, -2.998)  0.00
H (-14.369, -8.168, -3.021)  0.00
H (-12.746, -8.267, -1.140)  0.00
H (-12.329, -6.942, -2.151)  0.00
N (-8.853, -10.431, -5.310)  0.02
C (-7.842, -9.372, -5.049)  -0.03
C (-6.504, -9.660, -4.956)  0.00
C (-5.577, -8.613, -4.862)  0.00
C (-5.944, -7.336, -5.028)  0.00
C (-7.328, -6.963, -5.192)  0.00
C (-7.832, -5.639, -5.403)  0.01
C (-9.163, -5.443, -5.382)  0.00
C (-10.035, -6.549, -5.219)  0.03
N (-9.659, -7.783, -5.200)  -0.06
C (-8.317, -7.993, -5.152)  0.01
H (-8.693, -11.254, -4.695)  0.00
H (-8.855, -10.697, -6.284)  0.01
H (-6.166, -10.654, -5.014)  0.00
H (-4.567, -8.920, -4.712)  0.00
H (-5.125, -6.663, -4.922)  0.00
H (-7.155, -4.881, -5.702)  0.00
H (-9.505, -4.462, -5.580)  0.00
H (-11.087, -6.400, -5.346)  0.00

Properties
relative energy (zero: lowest compared OMol25 entry of this formula, charge and spin)	108.0	kJ/mol
LUMO level (spin up / spin down)	-3.274 / -3.180	eV
charge	+1
spin multiplicity	3
⟨S²⟩	2.012

---

# 2
The following is a DFT calculation (wB97M-V/def2-TZVPD) of C5H6O in the gas phase in a non-equilibrium geometry.

Each line ends with the Löwdin charge.
Atoms and positions in Å:
C (2.972, 0.748, 0.097)  0.13
C (1.988, 0.048, 0.200)  -0.02
C (0.699, -0.710, 0.143)  -0.38
O (0.508, -1.488, -0.762)  0.07
C (-0.702, -0.276, 0.635)  -0.18
C (-1.712, 0.108, -0.492)  -0.09
H (3.842, 1.379, 0.020)  0.04
H (-1.135, -1.099, 1.223)  0.12
H (-0.502, 0.598, 1.228)  0.09
H (-2.568, 0.608, -0.018)  0.07
H (-2.113, -0.735, -1.071)  0.07
H (-1.277, 0.817, -1.203)  0.08

Properties
relative energy (zero: lowest compared OMol25 entry of this formula, charge and spin)	252.6	kJ/mol
LUMO level	0.178	eV
charge	0
spin multiplicity	1

---

# 3
The following is a DFT calculation (wB97M-V/def2-TZVPD) of 5 unconnected molecules or ions with the total composition C18H28NO18S4 in a non-equilibrium geometry.

Each line ends with the Löwdin charge.
Atoms and positions in Å:
C (3.753, -2.745, 1.522)  -0.05
C (2.716, -1.708, 1.948)  -0.26
C (2.845, -0.810, 3.022)  -0.07
C (1.820, 0.059, 3.356)  -0.09
C (0.639, 0.077, 2.621)  -0.05
C (0.496, -0.800, 1.552)  -0.23
C (-0.796, -0.839, 0.746)  -0.11
C (-1.756, -1.967, 1.142)  -0.32
N (-1.418, -3.254, 0.501)  0.05
C (-1.877, -2.159, 2.682)  -0.69
O (-0.921, -2.726, 3.267)  -0.06
O (-2.932, -1.766, 3.244)  -0.08
C (1.526, -1.678, 1.221)  -0.02
H (3.168, -3.643, 1.299)  0.07
H (4.411, -3.006, 2.351)  0.07
H (4.289, -2.489, 0.608)  0.07
H (3.763, -0.823, 3.601)  0.10
H (1.920, 0.754, 4.183)  0.10
H (-0.181, 0.742, 2.868)  0.11
H (-0.493, -0.925, -0.306)  0.11
H (-1.307, 0.123, 0.843)  0.11
H (-2.742, -1.681, 0.785)  0.10
H (-0.414, -3.368, 0.456)  0.03
H (-1.765, -3.988, 1.105)  0.07
H (1.405, -2.372, 0.395)  0.11
C (-7.980, -2.705, 2.048)  -0.18
C (-7.950, -1.471, 2.925)  -0.18
O (-6.584, -1.067, 2.937)  -0.17
S (-5.890, -1.423, 1.532)  0.63
O (-5.919, -0.259, 0.708)  -0.25
O (-4.704, -2.136, 1.782)  -0.20
O (-7.057, -2.423, 0.997)  -0.20
H (-7.630, -3.587, 2.588)  0.13
H (-8.970, -2.899, 1.639)  0.13
H (-8.291, -1.667, 3.939)  0.13
H (-8.545, -0.663, 2.490)  0.13
C (-7.457, 1.222, -2.191)  -0.16
C (-6.821, 0.231, -3.136)  -0.15
O (-7.933, -0.338, -3.849)  -0.19
S (-9.077, 0.763, -4.025)  0.59
O (-8.967, 1.352, -5.312)  -0.23
O (-10.302, 0.211, -3.567)  -0.23
O (-8.532, 1.809, -2.947)  -0.19
H (-7.880, 0.723, -1.318)  0.13
H (-6.764, 1.992, -1.865)  0.14
H (-6.262, -0.542, -2.616)  0.14
H (-6.170, 0.726, -3.860)  0.13
C (3.124, 1.655, -0.365)  -0.15
C (3.883, 2.951, -0.172)  -0.16
O (5.036, 2.575, 0.594)  -0.19
S (5.486, 1.092, 0.196)  0.59
O (6.547, 1.196, -0.748)  -0.24
O (5.576, 0.306, 1.368)  -0.21
O (4.150, 0.673, -0.566)  -0.19
H (2.557, 1.378, 0.529)  0.13
H (2.455, 1.684, -1.221)  0.14
H (3.304, 3.701, 0.359)  0.14
H (4.226, 3.364, -1.124)  0.13
C (9.515, 1.982, -3.549)  -0.16
C (9.629, 2.317, -2.079)  -0.15
O (9.830, 3.741, -2.054)  -0.19
S (9.045, 4.413, -3.274)  0.60
O (7.797, 4.906, -2.814)  -0.22
O (9.952, 5.239, -3.987)  -0.22
O (8.778, 3.075, -4.112)  -0.19
H (10.495, 1.947, -4.030)  0.13
H (8.993, 1.045, -3.722)  0.14
H (10.458, 1.809, -1.596)  0.14
H (8.704, 2.092, -1.546)  0.11

Properties
relative energy (zero: lowest compared OMol25 entry of this formula, charge and spin)	0.0	kJ/mol
LUMO level	1.882	eV
charge	-1
spin multiplicity	1

---

# 4
The following is a DFT calculation (wB97M-V/def2-TZVPD) of 2 unconnected molecules or ions with the total composition C18H29BrNO9PS in a non-equilibrium geometry.

Each line ends with the Löwdin charge.
Atoms and positions in Å:
C (5.322, -0.392, -1.436)  -0.16
C (4.087, 0.637, -1.066)  -0.25
C (2.738, -0.276, -0.892)  -0.24
C (1.557, 0.060, -2.028)  -0.20
C (0.125, -0.240, -1.258)  -0.24
C (-0.109, -1.765, -0.702)  0.01
C (-1.500, -2.167, 0.137)  -0.13
C (-1.574, -3.712, 0.676)  -0.20
C (-1.384, -4.729, -0.596)  -0.26
C (0.169, -5.334, -0.711)  -0.17
N (-2.582, -1.094, 0.381)  -0.19
C (-3.798, -1.513, 1.176)  -0.23
C (-3.533, -1.743, 2.781)  -0.19
C (-2.412, -0.749, 3.447)  -0.21
S (-1.475, -1.638, 4.855)  0.79
O (-0.836, -2.984, 4.361)  -0.41
O (-2.524, -1.905, 5.965)  -0.39
O (-0.141, -0.679, 5.424)  -0.25
C (-2.399, 0.351, -0.129)  -0.52
Br (-3.776, 1.817, 0.212)  0.48
C (-1.056, 0.858, -0.966)  -0.14
C (-0.832, 2.419, -1.482)  -0.15
C (0.069, 3.222, -0.324)  -0.18
O (0.560, 4.505, -0.885)  -0.15
C (1.994, 4.391, -1.276)  -0.13
O (2.965, 5.069, -0.605)  -0.08
H (4.979, -1.523, -1.547)  0.07
H (5.721, -0.070, -2.491)  0.07
H (6.145, -0.386, -0.599)  0.06
H (4.251, 1.192, -0.023)  0.11
H (3.867, 1.444, -1.887)  0.09
H (2.235, 0.028, 0.148)  0.10
H (2.926, -1.433, -0.822)  0.09
H (1.646, -0.780, -2.872)  0.10
H (1.629, 1.149, -2.451)  0.08
H (0.718, -2.604, -0.889)  0.08
H (-0.625, -3.872, 1.382)  0.10
H (-2.506, -3.974, 1.331)  0.08
H (-1.590, -4.188, -1.614)  0.10
H (-2.102, -5.660, -0.409)  0.09
H (0.131, -6.523, -0.728)  0.06
H (0.699, -4.995, -1.709)  0.06
H (0.841, -4.958, 0.184)  0.07
H (-4.121, -2.579, 0.745)  0.11
H (-4.737, -0.825, 1.056)  0.09
H (-3.328, -2.886, 3.032)  0.11
H (-4.565, -1.495, 3.328)  0.12
H (-2.889, 0.198, 3.955)  0.12
H (-1.579, -0.377, 2.715)  0.11
H (0.497, -0.672, 4.628)  0.11
H (-1.833, 2.999, -1.679)  0.09
H (-0.145, 2.419, -2.448)  0.11
H (-0.588, 3.516, 0.624)  0.14
H (0.946, 2.537, 0.099)  0.13
H (2.348, 3.700, -2.162)  0.15
O (1.107, 6.658, -3.630)  -0.23
P (0.274, 7.642, -2.791)  -0.11
O (-1.155, 7.097, -2.631)  -0.22
O (0.226, 9.006, -3.499)  -0.24
O (0.918, 7.807, -1.405)  -0.21

Properties
relative energy (zero: lowest compared OMol25 entry of this formula, charge and spin)	1383.0	kJ/mol
LUMO level	1.826	eV
charge	-2
spin multiplicity	1

---

Which value of spin multiplicity does entry 1 give?
3